(1)
Molecular formula: C34H69I2N9O11
Method: DFT, wB97M-V/def2-TZVPD

Last column: Löwdin charge in e.
Element x y z (Å)
H -2.75890 3.24070 0.51733  0.08
O -3.29622 -5.48513 -0.31154  0.01
O -0.76746 -1.62563 -8.33993  0.00
H -3.08052 -2.97533 1.06008  0.12
O 1.54910 -3.18454 0.41398  -0.08
C 0.94067 -3.41682 1.71432  -0.42
H -2.03619 -3.67003 -5.08411  0.09
C 2.18833 -1.89858 0.32408  -0.37
C 8.52090 4.22747 2.99099  -0.05
H 7.17740 -7.29884 4.32968  0.09
H -0.94935 -1.55811 -6.32240  0.11
C -2.27212 -1.83054 -3.30154  -0.35
O -0.90539 3.54351 -4.44809  -0.01
H -5.05338 3.93554 -3.70091  0.09
C -0.03776 -2.45422 -2.58664  -0.03
H -2.51519 4.90144 1.11209  0.09
H -1.26769 -7.13363 0.57487  0.10
H 3.04520 0.39587 1.82283  0.08
H -1.87483 -9.13860 -1.89956  0.09
C -5.38573 9.38097 3.95892  -0.05
H 0.75626 -3.15934 -2.83912  0.09
C 1.71260 -1.64815 3.88914  0.11
N 1.25161 -4.86442 2.05752  0.06
N -3.02027 4.29741 -3.94733  -0.20
I 4.73005 -3.68587 -0.59833  0.74
C -2.65011 3.85841 1.41129  -0.06
H -3.97691 3.81941 4.33251  0.10
C 4.32149 -6.35567 3.34436  -0.31
H -0.43826 1.06650 -8.90179  0.09
H -1.05014 -4.20144 0.93540  0.12
H 4.83242 1.01128 1.98649  0.06
H 5.91693 -4.31809 4.13845  0.10
H -0.35732 -2.61427 -1.55346  0.08
H -0.27281 -3.43275 -5.15979  0.08
H -2.19452 5.95611 -4.89509  0.09
C -3.20067 -0.68564 1.52432  -0.08
H 3.88894 1.33318 0.41648  0.11
H -7.41560 8.05642 5.28495  0.09
H 1.07170 -5.02668 3.07321  0.09
H 7.20048 -7.40072 2.54686  0.09
H -2.16256 0.66198 -9.04290  0.09
C -3.02568 5.25923 -5.03160  -0.05
C -3.18524 -6.35288 -1.16042  -0.34
C 6.26696 -4.90731 3.28683  -0.04
N -2.08865 -7.14861 -1.33560  -0.21
H -1.18825 -7.94202 -3.03381  0.09
H -3.96756 5.81005 -5.05155  0.09
H 7.64139 2.14735 0.46888  0.09
C -1.91628 3.51146 -3.76515  -0.33
H 7.65893 4.89928 2.96496  0.09
H -3.99446 -6.56615 -1.87754  0.13
H -2.95012 -8.18572 -2.95115  0.08
H -6.40664 7.55203 6.66227  0.08
H 2.26088 -5.04774 1.85643  0.05
O -1.13470 -2.02638 1.26770  -0.21
H 0.33424 -1.43076 -2.68357  0.10
H -2.93761 5.08741 3.62399  0.08
C -0.70053 -3.35920 1.64208  -0.11
H -0.84631 1.72258 -5.75397  0.07
C -2.52198 -1.99821 0.80866  -0.22
O 3.53047 -5.42875 3.28115  -0.02
H -1.77431 3.52354 1.97342  0.09
H -1.66280 2.11882 -8.13845  0.08
H 9.87086 4.61784 0.61219  0.09
C 4.03850 0.54769 1.26664  -0.13
C -1.40106 1.08831 -8.38440  -0.05
H -0.96878 -4.62282 -4.02359  0.08
H 3.98103 -7.40222 3.39978  0.14
H -4.35624 5.16729 -2.61172  0.09
H -2.01551 2.81648 -2.91582  0.14
O -2.38636 -0.95814 -2.45794  -0.01
H -6.32645 9.93383 3.94150  0.09
O -5.90473 2.84914 2.59616  0.00
H -2.57916 1.31620 -5.89631  0.09
H -4.04366 3.43862 -2.32133  0.08
H 1.79740 -0.81483 4.69224  0.06
H -0.58570 -5.94341 -0.55389  0.08
H -4.71404 5.19071 3.47518  0.09
C -2.02717 -8.16251 -2.36809  -0.07
C 3.78947 -1.88515 0.23999  -0.57
H -1.11395 -3.54682 2.72073  0.15
H 5.98609 -8.31111 3.47767  0.08
H -3.07931 -2.04596 -4.02057  0.13
H -4.55306 10.07554 4.09787  0.09
C -6.54657 8.31637 5.89528  -0.06
H -4.10436 -0.29672 0.93168  0.07
H 10.61752 3.24813 1.48157  0.09
N 8.56820 3.46960 1.75619  -0.20
H 8.40170 3.53672 3.82979  0.09
N -5.38196 8.41487 5.03941  -0.21
O 1.44692 -0.84671 0.27095  0.07
N -3.82069 3.75885 2.25884  -0.20
C 6.55897 -7.38270 3.43199  -0.06
I 6.80242 -0.94896 0.38133  0.78
C -0.99106 -1.03935 -7.29409  -0.34
C -4.18505 4.19975 -3.09136  -0.06
N -1.31084 0.28469 -7.18205  -0.20
C 4.64730 -0.80081 0.63396  -0.69
C -3.85644 4.51309 3.49598  -0.05
O 6.48997 2.54677 2.08723  -0.01
H -3.44412 -0.99544 2.61347  0.08
H -4.76291 2.44712 0.97149  0.12
H -2.48697 -1.79015 -0.33481  0.10
H -2.34306 0.10060 1.60738  0.08
C -1.11548 -3.64809 -4.49718  -0.07
H 7.35650 -4.96732 3.30430  0.09
O -3.26936 7.65879 4.53471  0.00
N -1.17658 -2.63048 -3.46874  -0.19
C 1.54454 -2.53890 2.91859  -0.01
C -1.56286 0.91173 -5.89946  -0.05
C -4.89236 2.97653 1.92940  -0.35
C 7.50392 2.67868 1.42409  -0.36
H -5.24960 8.85600 3.00979  0.09
H 9.43570 4.80829 3.12031  0.09
H 5.93989 -4.41929 2.36478  0.05
N 5.68185 -6.23257 3.35493  -0.20
H -1.46090 0.19299 -5.08350  0.07
H -6.71551 9.28237 6.37873  0.09
H -2.88807 4.73083 -5.97872  0.09
C -4.27961 7.62608 5.21786  -0.35
H -4.37997 6.92794 6.06454  0.13
H -0.15266 -7.66884 -0.71355  0.09
H 9.64192 2.95392 0.02157  0.09
C -0.95049 -6.96944 -0.45818  -0.05
C 9.74200 3.57496 0.91404  -0.06

Calculated values
E_LUMO: -0.3 eV
Kohn-Sham gap: 8.269 eV
Charge: 0

=====

(2)
Molecular formula: C34H70CdO19Zn
Method: DFT, wB97M-V/def2-TZVPD

Last column: Löwdin charge in e.
Element x y z (Å)
O 3.21255 1.97299 -0.56570  -0.15
C -2.26288 3.29651 -1.29561  -0.29
O -2.02048 2.27278 -2.24523  -0.10
H -3.58249 -3.45127 -3.26966  0.11
C 4.74608 5.23509 1.30728  -0.34
O -0.86000 -3.86212 -3.53825  -0.09
C -0.93335 0.56768 0.88422  0.05
H -4.16207 -2.03696 1.93334  0.10
C -4.76164 0.75657 3.68405  -0.30
H 5.76229 0.79301 -0.17317  0.13
C 0.47796 0.36570 0.72161  -0.28
C 5.58752 -1.13916 -0.17607  -0.35
C 0.20417 0.82872 -4.04340  -0.08
C 2.70376 -3.93946 -1.45714  -0.34
H -3.41720 0.00667 2.52182  0.03
H -3.97694 4.51960 -0.70387  0.07
O -5.09117 -2.06131 -2.83970  -0.12
H 0.55384 1.95783 2.94538  0.04
O -3.04741 0.03359 0.28828  -0.10
H 2.06354 1.96220 -3.84829  0.12
H -1.58360 -1.51069 -4.92804  0.07
C 3.09748 -0.87423 3.68720  -0.27
C -0.18194 1.23009 4.65542  -0.25
H -5.92330 -0.83729 4.64331  0.07
H 5.62791 -0.86642 -2.26900  0.09
H 1.54393 2.13141 -1.49500  0.04
C -5.59245 0.18599 4.82091  -0.09
H -5.87777 -2.94449 -5.19922  0.07
H -1.05220 0.71106 4.25372  0.09
H -4.95089 0.09394 5.69728  0.07
H -4.47355 2.83563 -1.15882  0.05
C -1.14719 -2.37242 -5.43309  -0.07
H -5.40143 -3.34264 1.75831  0.12
C 2.66900 -4.99770 -2.54020  -0.06
C 3.68835 4.29032 -0.77029  -0.02
H 0.87692 4.60425 -0.12160  0.07
C -0.00539 -1.40992 -1.10941  0.05
H -2.94905 -3.95628 2.46751  0.08
H -0.66174 -1.94630 -6.31108  0.08
H 7.21659 -0.56202 -1.48197  0.09
H 6.53592 -2.18304 -1.80775  0.08
O -2.20310 -1.81464 -1.65491  -0.10
H 1.93745 0.59920 -2.79645  0.10
C 2.03810 -2.01158 4.02381  -0.06
H 1.71969 5.59309 1.89479  0.12
H 0.09025 3.99767 3.50457  0.02
O 2.22782 -0.81134 -0.41554  -0.08
H -4.17493 -2.81850 -5.56285  0.06
H 2.76902 -2.00199 -1.56487  0.01
H -4.83636 -4.38939 -5.21695  0.09
H 6.27837 -1.36849 0.63525  0.12
H 2.23880 -3.01597 3.65096  0.07
H -5.41359 0.80767 2.81201  0.10
C -4.45253 -2.94267 1.40095  -0.19
H -0.27089 1.59113 -4.66078  0.09
C 6.31148 -1.16935 -1.47586  -0.07
H -2.02038 2.96593 -0.28566  0.08
H 2.33696 -5.98214 -2.21047  0.08
C 1.35066 1.40157 -3.24365  -0.29
H 2.72128 0.13291 3.86675  0.11
H 1.66042 3.80494 2.22737  0.09
H 5.08260 4.05018 3.01958  0.12
H 0.38325 -3.94731 -5.05897  0.11
H -5.98365 -1.98339 -3.18466  0.12
C -3.79737 3.66687 -1.35862  -0.06
H -0.89599 0.98900 6.64411  0.06
C 1.09062 4.71412 2.03549  -0.28
H -5.24210 -4.02800 -2.82267  0.12
H 3.38988 -4.16478 -0.64070  0.10
C -4.65584 -3.29159 -3.37230  -0.23
H -0.92630 -3.32792 -2.74336  0.03
C -1.32088 -1.13255 -0.95426  -0.31
H -3.35636 -4.96018 1.12800  0.08
H 1.06677 -1.69236 3.64604  0.05
C -4.89693 -3.33867 -4.93337  -0.03
C -1.78166 -0.17611 0.11312  -0.32
O 4.01061 6.50818 -0.71784  -0.05
H 4.85486 -1.94559 -0.20761  0.10
C 4.69977 4.09965 2.01092  -0.02
H -0.20098 3.53097 0.82818  0.04
H 0.54471 -2.55084 -4.04524  0.10
O 0.20910 4.88880 3.16790  -0.09
H 0.62163 0.14080 -4.77866  0.07
O 0.38083 2.26648 3.83779  -0.10
O 4.03961 1.83051 1.99051  -0.13
H -5.18427 -3.49989 -0.28429  0.10
H 3.92818 -0.99413 4.38265  0.12
Cd 3.19914 0.44786 0.77961  1.37
H 1.74921 -3.73507 -0.97221  0.10
H -6.48332 0.76719 5.05894  0.08
H -1.20518 1.30429 1.62578  0.13
H 3.80349 -1.89330 2.28468  0.11
H 0.32283 -2.11768 -1.85623  0.10
C 4.15281 5.34920 -0.12107  -0.37
H 0.31815 2.25121 6.56613  0.07
H -1.92107 -3.00807 -5.86339  0.06
C 3.65351 2.99315 -0.06340  -0.33
O 3.07914 -2.74811 -2.08327  -0.09
H 1.90851 -4.71442 -3.26788  0.05
H -1.09151 2.10156 -2.07407  0.02
H -1.32797 2.60910 6.09611  0.07
O 5.12389 0.12506 0.08740  -0.14
O 0.83020 2.09236 -2.13583  -0.08
H 3.22523 4.36655 -1.74298  0.11
C 0.99247 -0.67445 -0.34377  -0.22
O 3.49808 -0.98657 2.36320  -0.15
H -2.37622 -3.50794 0.89939  0.07
C 0.27974 4.50830 0.78519  -0.08
O -3.57387 -0.02697 3.46835  -0.09
O 1.33555 0.96173 1.35037  -0.03
C -0.55466 1.84190 6.05745  -0.06
O -4.65377 -2.74508 -0.01889  -0.15
H -1.57933 4.10843 -1.54389  0.12
H 3.63277 -5.05619 -3.04600  0.08
C 4.15132 2.91717 1.43415  -0.37
H -4.50413 1.80349 3.84451  0.11
C -0.19256 -3.17110 -4.55494  -0.32
H -0.52863 5.23839 0.74530  0.08
Zn -4.25889 -1.04181 -1.26618  1.03
H 1.82850 -2.12919 5.08698  0.07
O 5.29130 6.31228 1.85545  -0.05
C -3.24340 -3.91577 1.41879  -0.05
H -0.48332 0.28838 -3.39264  0.06
H -4.04257 3.99672 -2.36816  0.06
H 0.62434 0.50877 4.78843  0.08

Calculated values
E_LUMO: -2.9 eV
Kohn-Sham gap: 2.984 eV
Charge: 0

=====

(3)
Molecular formula: C34H71AlNO10
Method: DFT, wB97M-V/def2-TZVPD

Last column: Löwdin charge in e.
Element x y z (Å)
H -0.88527 8.84123 -3.28290  0.11
H 4.08315 -4.27223 -0.24622  0.12
H -4.06810 -3.29340 -1.18731  0.11
C -1.00480 7.26003 -1.77341  -0.21
C -5.52292 5.04101 0.72115  -0.21
H -0.49190 7.58742 -0.86733  0.12
C -0.43354 7.87871 -3.04397  -0.17
H -1.23818 1.91875 -1.25305  0.06
C 2.44834 -7.43285 -2.65784  -0.21
O 2.78401 -1.16568 0.72316  0.02
C -0.48613 5.52471 -3.25425  -0.20
H 1.87602 -2.99563 -2.38642  0.03
H -7.59358 3.16833 -0.74587  0.12
O -3.60146 -1.45255 -0.43424  -0.14
H 1.58700 -7.57008 -3.31352  0.12
H -4.04205 0.57314 0.65633  0.13
H 3.44581 -9.36025 -2.35793  0.10
H -2.80111 0.58081 4.50091  0.11
H -4.57783 0.56211 6.12368  0.11
H -0.89459 3.57043 -0.63825  0.06
H 0.08401 -1.37217 0.05558  0.05
H -0.87992 -0.65756 -1.52555  0.03
H 4.68551 -2.65020 0.13011  0.10
C 4.51230 2.89042 4.06205  -0.22
H 3.65204 -1.12683 -1.56574  0.10
H 2.32776 -0.00375 -1.83083  0.11
H -1.09035 0.51525 -2.81726  0.04
H -3.32138 0.28968 2.27982  0.10
H 4.81889 2.65479 5.08335  0.11
H -0.09685 6.83798 -4.95813  0.11
C -2.80957 -0.26123 5.19378  -0.20
H 7.43124 -5.00131 -1.15259  0.11
C 3.56953 -8.43327 -2.91827  -0.18
H 5.54042 -3.84272 2.04337  0.11
C -6.84623 3.95295 -0.86967  -0.20
H 0.56798 5.23044 -3.28094  0.12
C -7.40877 5.35495 -0.66859  -0.17
O -2.44624 -0.99285 -2.84962  -0.24
C 4.42252 -6.22767 -3.00258  -0.19
C 3.43381 2.03928 2.13759  -0.16
C -3.19814 -2.61905 -1.12048  -0.18
O -2.00481 0.97964 0.82722  -0.15
H -2.07172 7.49218 -1.66898  0.11
C -2.92947 -1.22920 0.78864  -0.19
H -1.77102 6.83981 -4.39021  0.11
O -0.84473 5.85210 -1.90994  -0.16
O -3.33296 -1.40612 4.51959  -0.15
O -5.83736 3.78475 0.12503  -0.15
C 7.16145 -3.97485 -0.87117  -0.21
C 2.41590 2.71980 3.04051  -0.20
H 3.81621 2.74437 1.39546  0.12
C 4.53110 1.68165 3.13599  -0.17
H -6.39284 3.84387 -1.86031  0.12
H 4.70694 -6.09357 -4.05303  0.12
C -1.07229 -0.57002 -2.61465  -0.28
H 5.50489 1.52085 2.67477  0.11
H 7.80389 -3.28761 -1.42468  0.12
H -7.82384 5.77499 -1.58411  0.11
C -3.70765 -0.03591 6.40341  -0.17
C -0.72749 6.78728 -4.07157  -0.17
O 3.00165 -6.14461 -2.89004  -0.13
H -4.43790 5.14620 0.77049  0.11
C 2.08491 -1.39559 -0.24932  -0.49
H -5.29123 -1.89034 4.94736  0.12
H -1.75422 -2.93161 -2.70197  0.07
H 5.72781 -7.98623 -2.94956  0.11
H 1.81908 3.47493 2.52751  0.11
C -4.13437 -1.46377 6.73771  -0.17
H -2.42658 -3.15148 -0.54133  0.11
C 2.55461 -1.06972 -1.65427  -0.21
H 0.64473 8.02167 -2.94400  0.11
H -1.75937 2.93419 1.42530  0.11
H 4.25823 0.77586 3.68159  0.11
C -4.28650 -2.06771 5.34713  -0.21
C -3.14826 0.22203 1.19365  -0.17
C -2.23598 2.36477 0.60992  -0.25
Al 0.36084 -1.42357 -3.81713  0.29
O 3.16496 3.35933 4.08386  -0.15
H -1.08652 4.67510 -3.57934  0.12
H 0.76502 -0.40287 -5.02583  -0.12
C 4.79811 -7.62219 -2.51162  -0.17
H 4.90836 -7.62480 -1.42372  0.11
C -2.67138 -2.34430 -2.56323  -0.24
H 8.04417 -4.36509 1.09332  0.11
H -2.45444 3.21667 -1.39054  0.07
H -4.09024 -3.14057 5.32052  0.12
H -3.40619 -2.73096 -3.28763  0.11
H -3.31406 2.58134 0.64656  0.10
H -0.26677 -2.78481 -4.48083  -0.09
O 5.80786 -3.73091 -1.23387  -0.16
C 5.84245 -4.23022 1.07119  -0.16
H -3.34179 -1.97458 7.28919  0.11
H -6.42149 7.01096 0.40405  0.11
H 5.78734 -5.32170 1.10320  0.11
H -3.29579 -1.91400 1.57206  0.12
H 2.10163 -7.49445 -1.61886  0.11
C 7.23884 -3.78735 0.63935  -0.17
H 5.16309 3.68750 3.68257  0.11
H -3.19235 0.47072 7.21867  0.11
H -1.77770 -0.46710 5.49769  0.12
H -1.84379 -1.38293 0.66605  0.10
H 2.82951 -2.05607 -3.53388  0.03
C -1.66444 2.79873 -0.75413  -0.05
H 7.39146 -2.73379 0.88331  0.11
C 4.98372 -3.68340 -0.06183  -0.19
H -5.05140 -1.52310 7.32317  0.11
H -8.19429 5.34435 0.09073  0.11
H 0.89125 -2.64621 0.72808  0.08
C 2.02667 -1.97900 -2.78206  -0.31
H 3.02970 1.17460 1.61357  0.09
C -6.18278 6.10305 -0.14917  -0.17
H -5.92194 5.05687 1.74186  0.12
N 0.82505 -2.05393 -0.09462  0.13
H -5.52580 6.37032 -0.97984  0.11
H 4.86999 -5.42563 -2.41661  0.10
H 1.73820 1.98732 3.49060  0.12
H 3.61810 -8.67944 -3.98166  0.11

Calculated values
E_LUMO: 2.3 eV
Kohn-Sham gap: 6.481 eV
Charge: -1